{"formula": "C18H22Br2Cl20IO7P", "method": "ωB97M-V/def2-TZVPD", "e_homo_ha": -0.3326, "lumo_ev": -0.29, "elements": ["C", "C", "O", "C", "C", "O", "C", "C", "C", "O", "C", "P", "O", "O", "C", "O", "O", "C", "I", "C", "Br", "C", "C", "Br", "H", "H", "H", "H", "H", "H", "H", "H", "H", "H", "H", "H", "H", "H", "H", "H", "H", "H", "H", "H", "H", "H", "C", "Cl", "Cl", "Cl", "Cl", "C", "Cl", "Cl", "Cl", "Cl", "C", "Cl", "Cl", "Cl", "Cl", "C", "Cl", "Cl", "Cl", "Cl", "C", "Cl", "Cl", "Cl", "Cl"], "positions_angstrom": [[-3.440, 3.438, -0.873], [-3.563, 2.266, -1.841], [-2.293, 2.025, -2.431], [-2.214, 0.849, -3.196], [-1.200, -0.156, -2.637], [-0.127, 0.535, -2.026], [0.614, -0.071, -1.007], [-0.043, 0.150, 0.397], [-1.506, 0.580, 0.405], [-1.986, 0.727, 1.734], [1.999, 0.652, -0.938], [2.415, 1.918, -2.321], [2.384, 3.257, -1.371], [3.984, 1.585, -2.556], [2.978, -0.444, -0.648], [4.159, -0.415, -0.527], [2.270, -1.620, -0.436], [1.154, -1.536, -1.266], [1.934, -1.437, -3.385], [0.316, -2.830, -1.210], [1.433, -4.326, -1.818], [-0.343, -3.367, 0.085], [-1.669, -2.722, 0.496], [0.847, -3.501, 1.611], [-3.870, 3.178, 0.094], [-3.961, 4.321, -1.238], [-2.390, 3.681, -0.714], [-4.290, 2.497, -2.629], [-3.907, 1.365, -1.319], [-1.940, 1.111, -4.222], [-3.187, 0.347, -3.241], [-0.824, -0.746, -3.477], [-1.694, -0.831, -1.932], [0.095, -0.745, 1.010], [0.492, 0.945, 0.912], [-2.151, -0.097, -0.155], [-1.576, 1.565, -0.053], [-1.473, 0.182, 2.341], [2.070, 1.239, -0.020], [2.905, 3.225, -0.562], [4.499, 1.315, -1.782], [-0.481, -2.762, -1.947], [-0.574, -4.401, -0.146], [-2.317, -3.502, 0.898], [-1.568, -1.980, 1.279], [-2.183, -2.299, -0.368], [1.475, 0.159, 4.166], [1.128, 1.883, 4.071], [-0.036, -0.755, 3.991], [2.576, -0.304, 2.861], [2.205, -0.229, 5.719], [-6.011, 5.996, 1.258], [-7.040, 6.475, 2.611], [-6.110, 7.212, -0.016], [-4.341, 5.848, 1.806], [-6.562, 4.437, 0.627], [-4.550, 10.480, 3.226], [-5.418, 10.808, 1.726], [-2.814, 10.442, 2.906], [-4.908, 11.750, 4.402], [-5.060, 8.918, 3.871], [5.435, -6.597, -1.617], [5.963, -8.274, -1.739], [6.386, -5.591, -2.710], [3.725, -6.479, -2.049], [5.649, -6.026, 0.043], [7.707, -10.661, 1.577], [9.302, -10.660, 0.819], [6.666, -11.828, 0.751], [7.864, -11.115, 3.277], [6.995, -9.054, 1.450]]}